{"formula": "C16H31F3P2Pt", "method": "wB97M-V/def2-TZVPD", "species": ["Pt", "P", "P", "F", "F", "F", "C", "C", "C", "C", "C", "C", "C", "C", "C", "C", "C", "C", "C", "C", "C", "C", "H", "H", "H", "H", "H", "H", "H", "H", "H", "H", "H", "H", "H", "H", "H", "H", "H", "H", "H", "H", "H", "H", "H", "H", "H", "H", "H", "H", "H", "H", "H"], "coordinates": [[-2.148522, 0.380478, 0.614546], [-1.638238, 1.869251, -0.821279], [-2.055541, -1.121456, -0.873380], [-2.491958, 3.054363, 1.826263], [-0.875303, 1.854978, 2.729517], [-2.981917, 1.453095, 3.214263], [1.961457, 0.133701, 1.796659], [2.545303, -1.283081, 1.982673], [3.014509, -2.087521, -0.403393], [-3.327633, -2.404633, -0.973705], [-1.194603, 1.009270, -2.405975], [2.783417, 1.109375, 1.005836], [3.923172, 0.898162, 0.334591], [4.292042, -1.384652, -0.737639], [-3.123447, 2.784987, -1.346466], [2.355528, -2.127850, 0.762754], [-2.016673, -0.284115, -2.520993], [-2.148743, 1.770900, 2.195122], [-2.854164, -1.016288, 2.021530], [-0.447349, -1.989527, -0.838855], [-0.419352, 3.140443, -0.426519], [4.776300, -0.325993, 0.284881], [-3.957322, 2.096310, -1.504360], [-2.808821, -2.059618, 1.682511], [4.187465, -0.903347, -1.728118], [-3.366457, 3.511081, -0.558085], [-0.104829, 0.819685, -2.392987], [0.577035, 2.699778, -0.330718], [1.770353, 0.566575, 2.792312], [-1.596780, -0.984989, -3.257187], [-2.264166, -0.858549, 2.930686], [2.352120, 2.120865, 0.998483], [-4.298558, -1.995009, -0.674652], [-0.359639, -2.646074, -1.716976], [-0.399793, -2.592167, 0.079714], [4.340619, 1.724288, -0.255746], [0.380083, -1.262106, -0.831283], [-2.905112, 3.313150, -2.281894], [4.911923, -0.803050, 1.260747], [3.585739, -1.247257, 2.338601], [2.612743, -2.679468, -1.234633], [-1.407218, 1.715072, -3.225226], [5.781959, -0.012829, -0.042395], [1.555200, -2.871450, 0.866102], [-0.705386, 3.615901, 0.517850], [-3.390891, -2.774361, -2.005742], [-0.425151, 3.897638, -1.222524], [1.966159, -1.745323, 2.801694], [0.957145, 0.055184, 1.334059], [-3.895342, -0.701137, 2.197102], [-3.057663, -0.073251, -2.809529], [5.098604, -2.133091, -0.854126], [-3.062307, -3.226326, -0.294114]], "forces_ev_per_angstrom": [[0.042, 2.003, 5.019], [0.159, 2.310, -4.089], [0.913, -2.716, -4.133], [0.251, -1.443, 0.002], [-1.385, -0.393, -0.936], [0.676, 0.019, -1.127], [0.702, 0.661, 0.363], [-0.873, -0.671, 0.092], [3.631, 0.477, -6.864], [-0.093, -0.074, 0.244], [0.479, 0.052, 0.330], [-0.616, 0.133, 0.018], [0.259, 0.475, -0.175], [-0.202, 0.023, 0.488], [-0.038, 0.147, 0.669], [-3.685, -0.518, 6.818], [-0.132, -0.033, 0.110], [0.350, 2.272, 2.434], [-1.555, -2.316, 2.163], [-0.176, -0.235, 0.060], [0.174, -0.233, 0.416], [0.634, -0.442, -0.370], [0.038, 0.168, 0.043], [0.156, 0.488, -0.161], [0.039, -0.293, 0.197], [-0.171, -0.191, -0.310], [-0.453, -0.048, -0.076], [-0.104, 0.094, -0.030], [0.050, -0.074, -0.181], [-0.108, 0.264, 0.125], [0.338, 0.213, -0.450], [0.278, -0.347, -0.164], [0.143, -0.116, -0.121], [-0.039, 0.088, 0.217], [0.022, 0.188, -0.317], [-0.320, -0.120, 0.374], [-0.321, -0.223, -0.020], [0.057, -0.048, 0.160], [0.079, 0.264, -0.296], [-0.393, 0.122, -0.184], [0.077, 0.283, 0.266], [0.132, -0.272, 0.239], [-0.382, -0.148, 0.164], [0.688, 0.046, 0.058], [0.158, -0.021, -0.247], [0.071, 0.008, 0.275], [-0.059, -0.239, 0.042], [0.251, 0.097, -0.368], [-0.025, -0.019, 0.004], [0.297, 0.122, -0.437], [0.284, -0.011, 0.034], [-0.148, 0.113, -0.079], [-0.149, 0.115, -0.286]], "mulliken_charge": [0.66, 0.23, 0.33, -0.17, -0.15, -0.17, 0.44, -1.00, -0.68, -1.23, -0.72, -0.60, -0.53, -0.53, -1.35, -0.26, -0.89, 0.42, -1.32, -0.96, -0.96, -0.98, 0.37, 0.45, 0.35, 0.40, 0.37, 0.19, 0.45, 0.56, 0.47, 0.69, 0.39, 0.47, 0.36, 0.39, 0.16, 0.47, 0.32, 0.40, 0.46, 0.57, 0.43, 0.66, 0.42, 0.46, 0.46, 0.40, -0.36, 0.43, 0.37, 0.40, 0.45], "total_charge": 2, "homo_energy_ha": [-0.363, -0.528], "spin_multiplicity": 5, "homo_lumo_gap_ev": [3.00, 2.86]}

{"formula": "C16H31FIN2O6P", "method": "wB97M-V/def2-TZVPD", "species": ["I", "P", "F", "O", "O", "O", "O", "O", "O", "N", "N", "C", "C", "C", "C", "C", "C", "C", "C", "C", "C", "C", "C", "C", "C", "C", "C", "H", "H", "H", "H", "H", "H", "H", "H", "H", "H", "H", "H", "H", "H", "H", "H", "H", "H", "H", "H", "H", "H", "H", "H", "H", "H", "H", "H", "H", "H", "H"], "coordinates": [[-2.646570, 0.942796, 1.987321], [0.228194, -2.178121, -1.747153], [-0.708616, 2.317336, -2.801001], [-4.430138, -1.032587, -0.625370], [-5.675478, 1.555369, 0.355786], [6.006802, -1.557845, 2.517017], [5.271174, -2.671433, 0.772578], [3.949621, -1.010661, 1.652492], [-1.047728, -2.642297, 1.452383], [1.756210, -1.630638, -1.786692], [-2.148950, -1.817775, -0.557424], [0.304829, 1.504530, -0.205063], [1.140047, 4.022372, 0.119704], [4.971877, -1.678612, 1.647830], [-0.201633, -1.564215, 0.916239], [-2.456860, 0.813689, -0.234600], [-0.792903, -1.080334, -0.545248], [4.264197, -2.912206, -0.208349], [-0.676522, 0.846071, -2.458700], [-1.772392, 0.136999, -3.446405], [5.829319, -0.542966, 3.503401], [-0.178565, 3.005438, 0.235154], [-4.646992, 2.510873, -0.130983], [-1.176907, -2.579267, 2.916532], [-3.460617, 1.829731, -1.032867], [-3.151935, -0.689786, -0.466209], [-0.917869, 0.559567, -0.842945], [0.255748, -3.568825, -1.308646], [-0.512372, 3.073540, 1.376881], [3.328530, -3.223540, 0.267240], [4.608695, -3.724835, -0.853920], [-0.281304, -2.187993, -3.103083], [-3.998663, 1.238106, -1.912560], [-1.068844, -3.686219, 3.349318], [-0.360787, -1.941961, 3.461886], [-5.235683, 3.242659, -0.868457], [-1.071998, 3.425146, -0.436344], [-2.704111, 0.820961, -3.698535], [-0.062991, -0.696058, 1.693743], [1.802989, -0.773798, -1.161378], [-2.200976, -2.372149, -1.460357], [-2.906992, 2.737164, -1.575549], [0.406990, 0.497629, -2.821047], [5.735767, 0.440889, 3.032362], [-4.245609, 3.233270, 0.730808], [-6.521157, 2.105938, 0.451466], [-2.144806, -0.919396, -3.101932], [0.883373, 0.985877, 0.667287], [4.107981, -2.023070, -0.827737], [0.860748, -2.057084, 0.687916], [-2.240884, -2.175953, 3.252554], [1.099525, 1.653778, -1.082754], [1.624942, 4.048431, 1.204516], [6.715925, -0.534924, 4.143367], [-1.223506, -0.034515, -4.491736], [0.795910, 5.115146, -0.132532], [1.965736, 3.605264, -0.597629], [4.956231, -0.759506, 4.127424]], "forces_ev_per_angstrom": [[0.419, 0.080, -1.115], [3.371, 1.960, 0.320], [-0.058, -2.852, 1.064], [7.434, 2.822, 0.929], [0.054, 2.285, -0.313], [-0.688, -0.174, -0.679], [0.050, 0.860, 1.099], [1.339, -0.844, 0.064], [1.177, 1.844, 1.601], [-1.493, 0.714, 0.785], [-0.272, 4.612, -1.742], [0.076, 0.171, -0.228], [-0.267, -0.310, 1.240], [-0.290, -0.042, -0.272], [1.527, -0.301, 0.215], [-1.045, -2.001, -2.017], [-0.636, -2.370, 0.655], [-0.379, 0.015, -0.534], [-1.035, -0.365, -1.294], [0.309, 0.211, -1.424], [-0.027, 0.335, 0.337], [0.502, 0.828, 0.200], [-0.821, 1.437, -0.985], [-0.363, -0.838, 1.335], [-0.811, 0.844, -0.364], [-4.986, -3.684, -1.447], [0.798, 0.368, 0.179], [-0.871, 0.901, -0.238], [0.548, -0.433, -2.643], [0.119, 0.255, -0.103], [0.176, 0.154, 0.295], [-0.426, -0.323, 0.995], [1.171, 1.046, 2.110], [-0.258, 2.374, -1.108], [-1.389, -1.054, -1.286], [1.523, -1.436, 1.303], [2.096, -1.147, 1.409], [2.022, -1.365, 0.857], [-0.377, -1.639, -1.665], [0.101, -1.357, -0.978], [-0.947, 0.972, 1.553], [-0.888, -2.080, 1.481], [-2.364, 0.710, 1.327], [-0.152, -0.201, 0.081], [-0.583, -1.899, -1.696], [1.901, -1.228, -0.165], [0.706, 2.245, -0.439], [-1.241, 0.912, -1.509], [-0.162, -0.241, 0.256], [-1.951, 1.291, 0.727], [2.167, -0.755, -0.931], [-1.773, -0.410, 1.957], [-0.888, 0.049, -2.341], [-0.074, -0.229, -0.303], [-1.204, 0.357, 2.239], [0.832, -2.206, 0.300], [-1.762, 1.002, 1.127], [0.062, 0.129, -0.221]], "mulliken_charge": [0.10, 0.43, -0.43, -0.62, -0.46, -0.34, -0.32, -0.53, -0.28, -0.78, -0.28, -0.90, -0.94, 0.74, -0.23, -1.25, -0.43, -0.46, -0.11, -1.03, -0.60, 0.09, -0.85, -0.55, -0.07, 0.25, 1.93, 0.14, 0.22, 0.17, 0.29, 0.10, 0.26, 0.25, 0.26, 0.39, 0.04, 0.29, 0.44, 0.31, 0.40, 0.29, 0.60, 0.28, 0.30, 0.31, 0.20, 0.08, 0.25, -0.18, 0.18, 0.45, 0.26, 0.22, 0.29, 0.30, 0.27, 0.28], "total_charge": 0, "homo_energy_ha": -0.319, "homo_lumo_gap_ev": 8.23}